C2H2NO3 | ωB97M-V with the def2-TZVPD basis set

Each line ends with the natural charge from an NBO analysis.
Element x y z (Å)
C 1.63 -0.46 -0.05  0.94
C -2.74 0.82 0.74  0.09
N -3.41 0.71 1.65  -0.35
O 1.62 -1.27 -1.23  -0.78
O 2.20 -0.57 1.00  -0.71
O 0.98 0.63 -0.38  -0.91
H -1.88 0.95 0.19  0.26
H 1.61 -0.81 -1.92  0.46

Calculated values
HOMO level: -3.84 eV
LUMO: 4.027 eV
Charge: -1
Max |F|: 0.245 Eh/bohr
Gap between HOMO and LUMO: 7.9 eV
Relative energy (zero: lowest compared OMol25 entry of this formula, charge and spin): 58.9 kcal per mole